Entry from the OMol25 dataset: a structure of composition C41H45BrN10O3S2Sn (ωB97M-V/def2-TZVPD).

LUMO (spin up / spin down): -0.425 / -0.455 Eh
Highest occupied orbital energy (spin up / spin down): -0.5854 / -0.5854 Eh
Kohn-Sham gap (spin up / spin down): 4.3578 / 3.5474 eV
Total charge: +4

Last column: Löwdin charge in e.
Geometry (Å):
Sn: -0.130 0.240 0.320  1.404
N: -1.415 -1.046 2.138  0.020
C: -2.571 -0.308 2.630  -0.237
C: -3.310 -0.739 3.691  0.012
C: -4.443 -0.017 4.125  -0.023
C: -4.809 1.135 3.497  0.009
C: -4.044 1.628 2.412  -0.128
C: -4.347 2.837 1.747  0.045
C: -3.554 3.272 0.719  -0.022
C: -2.453 2.494 0.345  -0.126
N: -2.145 1.349 0.929  -0.017
C: -2.917 0.899 1.969  -0.164
H: -1.729 -1.843 1.575  0.092
H: -0.922 -1.457 2.926  0.094
H: -3.041 -1.654 4.209  0.132
H: -5.023 -0.392 4.957  0.128
H: -5.688 1.683 3.814  0.135
H: -5.205 3.417 2.069  0.142
H: -3.765 4.199 0.201  0.127
H: -1.801 2.815 -0.461  0.119
C: -2.823 0.051 -2.176  -0.044
O: -1.469 0.536 -2.149  -0.230
C: -1.029 1.168 -3.279  -0.204
C: -1.892 1.636 -4.257  -0.017
C: -1.405 2.293 -5.382  -0.667
Br: -2.609 2.948 -6.661  0.864
C: -0.058 2.451 -5.558  -0.045
C: 0.835 1.950 -4.590  -0.069
C: 0.349 1.343 -3.420  -0.161
O: 1.127 0.945 -2.358  -0.009
C: 2.233 2.096 -4.917  -0.187
N: 2.712 3.159 -5.597  0.233
C: 3.997 2.910 -5.811  -0.159
C: 4.967 3.714 -6.487  0.061
C: 6.231 3.227 -6.563  -0.014
C: 6.573 1.972 -5.978  0.046
C: 5.646 1.169 -5.285  0.036
C: 4.369 1.639 -5.236  -0.141
N: 3.205 1.176 -4.633  0.191
H: -2.990 -0.560 -3.062  0.117
H: -3.539 0.874 -2.142  0.101
H: -2.942 -0.564 -1.288  0.085
H: -2.962 1.524 -4.145  0.114
H: 0.337 2.937 -6.440  0.124
H: 2.041 1.227 -2.483  0.106
H: 4.680 4.656 -6.938  0.141
H: 6.996 3.790 -7.081  0.132
H: 7.595 1.623 -6.062  0.134
H: 5.947 0.243 -4.813  0.131
H: 3.039 0.219 -4.356  0.185
C: -1.011 -6.492 -2.800  -0.046
N: -1.023 -5.155 -2.210  -0.045
C: 0.054 -4.482 -1.827  -0.911
N: 1.248 -5.053 -2.031  0.119
S: -0.076 -2.935 -1.102  0.461
H: -2.036 -6.807 -2.965  0.099
H: -0.539 -7.211 -2.128  0.097
H: -0.492 -6.497 -3.760  0.097
H: -1.905 -4.700 -2.061  0.120
H: 1.346 -5.959 -2.456  0.104
H: 2.072 -4.573 -1.724  0.093
S: 4.564 -1.223 5.577  1.044
C: 3.736 -0.991 3.999  -0.487
C: 2.774 -1.906 3.594  -0.053
C: 2.003 -1.606 2.480  -0.135
N: 2.139 -0.477 1.777  -0.011
C: 3.096 0.380 2.147  -0.122
C: 3.914 0.167 3.250  -0.050
C: 6.141 -1.963 5.137  -0.447
C: 6.257 -3.355 5.227  -0.008
C: 7.502 -3.937 5.008  0.005
N: 8.466 -3.099 4.732  0.276
C: 8.478 -1.794 4.636  0.002
C: 7.255 -1.173 4.846  -0.008
H: 2.602 -2.821 4.148  0.119
H: 1.239 -2.295 2.135  0.100
H: 3.180 1.287 1.562  0.114
H: 4.638 0.917 3.542  0.116
H: 5.420 -3.986 5.489  0.133
H: 7.698 -5.005 5.067  0.170
H: 9.408 -1.272 4.423  0.169
H: 7.206 -0.093 4.816  0.133
C: 0.901 4.370 -0.529  -0.007
N: 0.379 4.389 0.832  -0.059
C: 0.003 5.712 1.357  -0.117
C: -0.992 5.548 2.484  -0.131
C: -0.392 4.621 3.516  -0.118
N: -0.011 3.351 2.880  -0.049
C: 0.099 2.203 3.774  -0.003
C: 0.352 3.278 1.587  -0.448
O: 0.676 2.151 1.072  -0.251
H: 0.158 4.773 -1.220  0.102
H: 1.148 3.354 -0.817  0.067
H: 1.796 4.993 -0.592  0.107
H: -0.427 6.284 0.537  0.134
H: 0.895 6.240 1.700  0.141
H: -1.919 5.118 2.098  0.107
H: -1.223 6.513 2.932  0.138
H: -1.109 4.398 4.304  0.134
H: 0.485 5.077 3.982  0.142
H: -0.847 2.050 4.296  0.100
H: 0.879 2.380 4.517  0.107
H: 0.345 1.308 3.212  0.057

***

Entry from the OMol25 dataset: an isolated molecule of C8H16BCl2O3P (ωB97M-V/def2-TZVPD).

LUMO: 0.016 Eh
Highest occupied orbital energy: -0.2937 Eh
Kohn-Sham gap: 8.4307 eV

Last column: Löwdin charge in e.
Geometry (Å):
C: 2.704 1.423 1.653  -0.126
C: 2.434 1.224 0.074  -0.213
B: 0.863 1.445 -0.337  -0.601
O: 0.508 2.782 -0.765  -0.005
P: -0.337 -0.038 -0.271  0.965
C: 0.490 -1.414 0.749  -0.325
C: 1.052 -2.624 -0.181  -0.136
C: 1.242 -2.190 -1.703  -0.463
O: 0.334 -2.374 -2.525  0.060
O: 2.501 -1.608 -2.051  0.012
C: -1.928 0.381 0.713  -0.796
Cl: -1.964 2.146 1.196  0.574
C: -3.223 -0.106 -0.138  -0.686
C: -4.397 0.972 -0.246  -0.196
Cl: -2.690 -0.438 -1.889  0.515
H: 3.679 2.026 1.732  0.077
H: 1.881 2.043 2.164  0.087
H: 2.889 0.445 2.212  0.066
H: 3.064 2.024 -0.470  0.101
H: 2.857 0.219 -0.253  0.079
H: 1.281 3.102 -1.279  0.092
H: -0.287 -1.808 1.501  0.086
H: 1.386 -1.034 1.360  0.069
H: 0.299 -3.484 -0.065  0.123
H: 2.056 -3.018 0.184  0.114
H: 3.068 -2.332 -2.391  0.120
H: -1.921 -0.240 1.681  0.079
H: -3.626 -1.099 0.270  0.108
H: -4.257 1.642 -1.168  0.078
H: -5.360 0.378 -0.463  0.082
H: -4.600 1.555 0.707  0.059

***

Entry from the OMol25 dataset: a structure of composition C28H25HgO2PTe (ωB97M-V/def2-TZVPD).

LUMO (spin up / spin down): 0.099 / 0.076 Eh
2S+1: 2
Highest occupied orbital energy (spin up / spin down): -0.1159 / -0.1619 Eh
Kohn-Sham gap (spin up / spin down): 5.8568 / 6.4773 eV
Total charge: -1
Relative energy (zero: lowest compared OMol25 entry of this formula, charge and spin): 0.0 kcal per mole

Last column: Löwdin charge in e.
Geometry (Å):
Hg: -1.903 -0.873 2.294  0.655
O: -0.552 -2.829 1.522  -0.173
C: -0.237 -2.370 0.395  -0.695
O: -0.418 -1.214 -0.059  -0.131
C: 0.366 -3.393 -0.623  -0.107
C: -0.277 -4.577 -0.931  -0.048
C: 0.323 -5.529 -1.733  -0.084
C: 1.542 -5.245 -2.381  -0.091
C: 2.294 -4.111 -2.023  -0.129
C: 1.681 -3.242 -1.136  -0.296
P: 2.829 -1.771 -0.719  1.136
C: 1.986 -0.176 -1.269  -0.389
C: 1.195 -0.097 -2.384  -0.117
C: 0.757 1.098 -2.914  -0.088
C: 1.146 2.265 -2.258  -0.100
C: 1.946 2.189 -1.116  -0.093
C: 2.365 0.975 -0.644  -0.145
C: 3.013 -1.654 1.145  -0.375
C: 3.947 -2.513 1.672  -0.144
C: 4.257 -2.546 3.017  -0.100
C: 3.596 -1.680 3.868  -0.113
C: 2.610 -0.862 3.379  -0.070
C: 2.283 -0.839 2.001  -0.080
H: -1.192 -4.749 -0.420  0.106
H: -0.095 -6.531 -1.865  0.099
H: 2.008 -5.981 -3.004  0.081
H: 3.299 -3.987 -2.300  0.063
H: 0.845 -0.991 -2.891  0.109
H: 0.220 1.128 -3.838  0.094
H: 0.815 3.271 -2.626  0.097
H: 2.393 3.092 -0.688  0.103
H: 3.071 0.921 0.211  0.111
H: 4.515 -3.183 1.015  0.096
H: 5.134 -3.125 3.297  0.099
H: 3.876 -1.735 4.880  0.082
H: 2.235 -0.118 4.091  0.106
H: 1.523 -0.199 1.584  0.088
C: -1.533 4.924 -1.383  -0.061
C: -2.281 3.861 -0.582  -0.266
C: -2.847 4.172 0.659  -0.041
C: -3.580 3.247 1.384  -0.323
C: -4.286 3.798 2.660  -0.099
C: -3.657 1.932 0.922  -0.572
Te: -4.543 0.480 2.243  0.568
C: -3.163 1.585 -0.322  -0.339
C: -3.162 0.204 -0.902  -0.112
C: -2.551 2.605 -1.076  -0.029
H: -1.093 4.524 -2.319  0.057
H: -0.766 5.464 -0.825  0.069
H: -2.269 5.704 -1.687  0.079
H: -2.805 5.124 1.065  0.081
H: -4.022 4.821 2.700  0.039
H: -3.841 3.299 3.557  0.066
H: -5.332 3.561 2.556  0.050
H: -2.143 -0.349 -0.727  0.085
H: -3.455 0.252 -1.965  0.078
H: -3.948 -0.354 -0.443  -0.007
H: -2.116 2.325 -2.065  0.118

***

Entry from the OMol25 dataset: a structure of composition C3H5N3O (ωB97M-V/def2-TZVPD).

LUMO: 0.025 Eh
Highest occupied orbital energy: -0.3148 Eh
Kohn-Sham gap: 9.2443 eV
Relative energy (zero: lowest compared OMol25 entry of this formula, charge and spin): 61.6 kcal per mole

Last column: Löwdin charge in e.
Geometry (Å):
N: 2.087 0.468 -0.285  0.115
C: 0.788 0.084 -0.039  -0.410
C: 0.330 -1.168 0.407  -0.113
N: -1.022 -1.145 0.458  0.099
C: -1.323 0.140 -0.041  -0.560
O: -2.551 0.665 0.174  0.075
N: -0.241 0.899 -0.309  0.162
H: 2.794 -0.012 0.252  0.092
H: 2.216 1.469 -0.312  0.093
H: 0.887 -2.079 0.579  0.103
H: -1.449 -0.920 -0.775  0.228
H: -2.498 1.580 -0.133  0.116

***

Entry from the OMol25 dataset: a cluster of 2 separate species, C3H2BrF in total (ωB97M-V/def2-TZVPD).

LUMO: -0.025 Eh
Highest occupied orbital energy: -0.3774 Eh
Kohn-Sham gap: 9.5960 eV
Relative energy (zero: lowest compared OMol25 entry of this formula, charge and spin): 59.4 kcal per mole

Last column: Löwdin charge in e.
Geometry (Å):
C: -1.899 -0.622 0.640  -0.058
C: -0.729 -0.589 0.345  -0.060
C: 1.057 0.405 -0.401  -0.611
F: 1.195 1.494 0.321  -0.028
Br: 2.653 -0.748 -0.236  0.639
H: -2.966 -0.573 0.809  0.012
H: 0.690 0.632 -1.478  0.107

***

Entry from the OMol25 dataset: an isolated molecule of C2H8N2O (ωB97M-V/def2-TZVPD).

LUMO: 0.039 Eh
Highest occupied orbital energy: -0.3524 Eh
Kohn-Sham gap: 10.6626 eV
Relative energy (zero: lowest compared OMol25 entry of this formula, charge and spin): 67.4 kcal per mole

Last column: Löwdin charge in e.
Geometry (Å):
C: -0.398 -0.158 -0.216  -0.507
C: -1.383 -0.256 1.103  -0.020
N: 1.897 -0.360 -0.829  0.075
N: -0.410 1.159 -0.778  0.039
O: 0.833 -0.519 0.334  -0.179
H: -0.742 -0.896 -0.949  0.131
H: 2.332 -1.283 -0.766  0.069
H: 2.554 0.276 -0.371  0.070
H: 0.000 1.814 -0.119  0.079
H: 0.191 1.120 -1.602  0.062
H: -2.251 0.397 0.991  0.062
H: -0.893 0.000 2.045  0.062
H: -1.729 -1.292 1.157  0.058

***

Number 1: E -5946.09168 Ha, largest force on an atom 0.51 eV/Å. Number 2: E -1826.69303 Ha, largest force on an atom 4.06 eV/Å. Number 3: E -1995.28909 Ha, largest force on an atom 3.12 eV/Å. Number 4: E -356.75919 Ha, largest force on an atom 0.27 eV/Å. Number 5: E -2789.19658 Ha, largest force on an atom 3.97 eV/Å. Number 6: E -265.67575 Ha, largest force on an atom 3.31 eV/Å.